167
Properties=species:S:1:pos:R:3:mulliken_charge:R:1 method="wB97M-V/def2-TZVPD" smiles="CCOS(C)(=O)=O.CCOS(C)(=O)=O.CCOS(C)(=O)=O.CCOS(C)(=O)=O.CCOS(C)(=O)=O.COCCOCCOC.COCCOCCOC.COCCOCCOC.COCCOCCOC" e_above_lowest_kj_mol=0.0 e_tot_ha=-5565.607861 orbital_gap_ev=9.04 multiplicity=1 lumo_energy_ev=-0.07 homo_energy_ha=-0.335
O 9.05 -8.66 6.13 0.1456
S 10.29 -8.25 6.75 0.2651
O 11.53 -8.21 6.03 -0.3722
O 10.09 -6.74 7.40 0.4624
C 8.85 -6.45 8.04 0.9177
C 8.66 -4.95 7.99 -0.5526
C 10.53 -9.07 8.32 -0.0632
H 8.81 -6.82 9.07 -0.3445
H 8.01 -6.98 7.58 -0.3792
H 9.49 -4.41 8.44 -0.3568
H 7.70 -4.64 8.40 0.5992
H 8.69 -4.69 6.93 -0.1415
H 11.24 -8.59 8.98 -0.5899
H 10.88 -10.09 8.12 0.5617
H 9.54 -9.20 8.77 -0.3706
O 9.10 -11.90 7.76 -0.3837
S 7.91 -12.47 7.16 1.0664
O 7.91 -13.84 6.77 -0.6267
O 6.64 -12.23 8.18 -0.4136
C 6.57 -10.94 8.78 0.7986
C 5.13 -10.48 8.77 -1.4763
C 7.29 -11.44 5.82 -0.4622
H 7.15 -10.15 8.28 -0.5389
H 7.06 -11.04 9.75 0.4145
H 4.57 -11.18 9.40 0.4458
H 4.73 -10.49 7.76 0.3003
H 5.00 -9.48 9.19 0.3462
H 6.96 -10.44 6.10 -0.2446
H 6.37 -11.91 5.46 0.4451
H 8.08 -11.37 5.08 0.3757
O 16.95 -9.82 5.83 -0.4980
S 16.87 -10.36 4.50 1.0552
O 16.97 -11.76 4.25 -0.6037
O 15.43 -9.84 3.89 -0.3463
C 15.00 -8.53 4.20 0.1689
C 13.69 -8.35 3.45 -1.3186
C 18.03 -9.48 3.38 -0.8815
H 15.67 -7.79 3.74 0.2142
H 14.88 -8.34 5.26 0.2170
H 13.16 -7.39 3.53 0.2928
H 12.86 -8.99 3.75 0.2339
H 13.83 -8.48 2.37 0.4686
H 18.07 -10.05 2.46 0.3363
H 18.98 -9.38 3.89 0.3418
H 17.59 -8.51 3.15 0.3004
O 8.88 0.06 6.90 -0.6124
S 8.92 -1.29 7.42 1.0414
O 7.86 -2.27 7.23 -0.5197
O 10.38 -1.93 7.02 0.0049
C 10.71 -1.72 5.63 -0.4240
C 11.61 -2.84 5.16 -0.7755
C 9.16 -1.20 9.19 -0.9016
H 11.14 -0.74 5.45 0.2767
H 9.79 -1.72 5.04 0.3296
H 12.55 -2.88 5.72 0.4136
H 11.89 -2.55 4.14 0.5085
H 11.09 -3.80 5.13 -0.1550
H 9.30 -2.22 9.54 0.2099
H 8.25 -0.75 9.58 0.4158
H 10.01 -0.57 9.44 0.3119
O 11.28 -8.46 13.58 -0.6695
S 11.32 -8.31 12.16 1.0699
O 12.33 -8.99 11.39 -0.3958
O 9.85 -8.70 11.57 -0.1842
C 8.72 -8.53 12.41 -0.3914
C 7.50 -8.31 11.49 -0.6292
C 11.29 -6.56 11.72 -0.7494
H 8.82 -7.67 13.07 0.4090
H 8.51 -9.41 13.02 0.3269
H 7.72 -8.46 10.43 -0.2242
H 7.12 -7.28 11.48 0.3651
H 6.68 -8.99 11.72 0.3636
H 10.63 -5.98 12.36 0.4706
H 10.96 -6.50 10.68 -0.0827
H 12.30 -6.16 11.85 0.4071
C 5.69 -7.76 5.99 -0.0268
O 4.50 -7.16 6.43 -0.3557
C 4.00 -6.25 5.49 -0.3360
C 2.51 -6.07 5.67 -0.4853
O 1.97 -5.33 4.59 -0.3064
C 0.56 -5.27 4.49 -0.6785
C -0.06 -4.15 5.33 -0.4226
O 0.44 -4.16 6.64 -0.2646
C 0.04 -2.98 7.29 -0.7992
H 6.10 -8.42 6.76 -0.3634
H 6.47 -7.02 5.78 0.1348
H 5.55 -8.35 5.07 0.5365
H 4.16 -6.56 4.45 0.3118
H 4.51 -5.29 5.65 0.1958
H 2.33 -5.46 6.57 0.2680
H 1.99 -7.01 5.87 0.2592
H 0.04 -6.19 4.78 0.3377
H 0.40 -5.13 3.42 0.3148
H -1.14 -4.35 5.28 0.3399
H 0.17 -3.19 4.85 0.3764
H 0.38 -2.91 8.33 0.2757
H -1.04 -2.82 7.33 0.2914
H 0.50 -2.09 6.85 0.3418
C 8.11 -17.98 12.41 -0.6740
O 8.85 -18.18 11.24 -0.2939
C 10.17 -18.62 11.46 -0.6319
C 11.02 -17.55 12.17 -0.5695
O 10.73 -16.24 11.77 -0.2720
C 11.21 -15.98 10.47 -0.3911
C 10.88 -14.59 9.96 -0.4091
O 11.93 -13.75 10.42 -0.4588
C 11.85 -12.36 10.17 -0.5007
H 7.08 -17.71 12.20 0.2567
H 8.53 -17.18 13.03 0.2648
H 8.06 -18.90 13.02 0.2973
H 10.61 -18.67 10.47 0.3415
H 10.30 -19.63 11.87 0.3980
H 12.08 -17.81 12.13 0.3734
H 10.81 -17.62 13.24 0.3719
H 10.84 -16.69 9.72 0.2680
H 12.30 -16.09 10.41 0.2774
H 9.95 -14.28 10.45 0.2521
H 10.92 -14.65 8.87 0.3153
H 12.02 -12.20 9.10 0.3015
H 12.73 -11.97 10.67 0.3098
H 10.91 -11.89 10.47 0.1917
C 12.81 -3.58 9.73 -0.7554
O 13.28 -4.88 9.51 -0.1414
C 13.38 -5.17 8.13 -0.3362
C 13.86 -6.59 7.88 0.3450
O 15.14 -6.80 8.43 -0.3954
C 15.15 -7.34 9.75 0.4403
C 16.57 -7.33 10.29 -0.9335
O 17.40 -8.41 9.94 -0.4093
C 17.86 -8.32 8.60 -0.4067
H 13.31 -2.85 9.09 0.3339
H 12.96 -3.26 10.76 0.3025
H 11.73 -3.52 9.49 0.1306
H 14.04 -4.43 7.66 0.4753
H 12.39 -5.08 7.67 0.0545
H 13.83 -6.79 6.81 -0.0156
H 13.20 -7.34 8.32 -0.2556
H 14.75 -8.36 9.71 0.2874
H 14.50 -6.79 10.43 -0.0919
H 16.53 -7.34 11.39 0.3945
H 17.07 -6.40 10.00 0.3544
H 18.41 -9.21 8.31 0.2347
H 18.48 -7.42 8.54 0.2987
H 17.05 -8.23 7.87 0.1165
C 7.45 -1.52 0.67 -0.7887
O 8.44 -2.09 1.50 -0.3417
C 7.82 -2.91 2.46 -0.8455
C 8.82 -3.74 3.21 0.5926
O 9.24 -4.88 2.49 -0.4239
C 9.97 -5.77 3.31 0.4461
C 10.10 -7.14 2.62 -0.6324
O 8.87 -7.64 2.08 -0.4735
C 7.93 -8.18 2.97 -0.2939
H 7.93 -0.71 0.11 0.2637
H 6.59 -1.09 1.19 0.3282
H 7.09 -2.19 -0.11 0.2999
H 7.05 -3.55 2.00 0.4211
H 7.22 -2.33 3.18 0.3970
H 8.43 -4.08 4.17 0.1180
H 9.67 -3.05 3.34 -0.2689
H 9.50 -5.91 4.29 -0.3739
H 10.99 -5.37 3.36 0.3129
H 10.50 -7.91 3.27 0.3022
H 10.77 -6.95 1.78 0.3726
H 8.20 -9.17 3.34 0.2413
H 6.96 -8.19 2.48 0.3924
H 7.68 -7.57 3.85 -0.0555


174
Properties=species:S:1:pos:R:3:mulliken_charge:R:1 method="wB97M-V/def2-TZVPD" smiles="CCOS(C)(=O)=O.CCOS(C)(=O)=O.CCOS(C)(=O)=O.CCOS(C)(=O)=O.CCOS(C)(=O)=O.CCOS(C)(=O)=O.CCOS(C)(=O)=O.COCCOCCOC.COCCOCCOC.COCCOCCOC" e_above_lowest_kj_mol=512.8 e_tot_ha=-6588.796154 orbital_gap_ev=9.74 multiplicity=1 lumo_energy_ev=-0.07 homo_energy_ha=-0.361
O 1.06 -5.67 2.24 -0.6762
S 0.18 -4.52 2.54 1.0178
O -1.24 -4.65 2.46 -0.3780
O 0.48 -3.90 4.06 -0.4000
C -0.38 -2.96 4.61 0.4721
C 0.03 -2.87 6.08 -1.4725
C 0.73 -3.05 1.48 -0.3317
H -1.44 -3.21 4.53 0.0946
H -0.19 -2.01 4.11 0.0982
H -0.51 -2.14 6.68 0.4015
H 1.03 -2.46 6.18 0.3459
H -0.01 -3.85 6.56 0.3387
H 0.09 -2.17 1.51 -0.3936
H 0.94 -3.39 0.46 0.0941
H 1.72 -2.76 1.84 0.6714
O -2.19 1.89 -3.99 -0.5045
S -1.99 1.67 -5.42 1.0844
O -2.79 2.40 -6.42 -0.6391
O -0.38 1.99 -5.84 -0.4391
C 0.64 1.52 -5.00 0.5214
C 1.11 0.23 -5.56 -1.2559
C -2.13 -0.11 -5.80 -0.3840
H 0.41 1.49 -3.94 -0.0888
H 1.57 2.10 -4.98 0.1860
H 1.55 0.38 -6.55 0.3961
H 0.37 -0.57 -5.67 0.3057
H 1.96 -0.12 -4.98 0.3082
H -1.73 -0.69 -4.97 -0.2427
H -1.78 -0.20 -6.82 0.4802
H -3.18 -0.41 -5.76 0.2689
O 3.15 -5.49 -3.72 -0.6754
S 3.18 -4.51 -2.61 1.0018
O 2.22 -4.71 -1.50 -0.4535
O 4.76 -4.55 -2.04 -0.3114
C 5.80 -4.42 -2.99 -0.2146
C 7.13 -4.89 -2.39 -1.1258
C 3.06 -2.85 -3.29 -0.6889
H 5.83 -3.35 -3.19 0.2677
H 5.53 -5.01 -3.87 0.3808
H 7.87 -4.22 -2.83 0.3251
H 7.37 -5.91 -2.67 0.3058
H 7.03 -4.86 -1.30 0.2843
H 3.63 -2.15 -2.68 0.3659
H 2.00 -2.63 -3.20 -0.1397
H 3.48 -2.75 -4.29 0.5826
O -5.52 -0.17 -5.11 -0.5765
S -5.50 -0.72 -3.75 1.0204
O -6.69 -1.44 -3.21 -0.5947
O -4.09 -1.60 -3.39 -0.1722
C -4.32 -2.88 -2.89 -0.7809
C -3.01 -3.70 -3.04 -0.3724
C -5.17 0.67 -2.54 -0.5543
H -5.10 -3.40 -3.45 0.6592
H -4.53 -2.82 -1.82 0.3443
H -2.36 -3.31 -3.82 0.3200
H -3.14 -4.78 -3.02 0.4835
H -2.41 -3.57 -2.14 -0.3728
H -4.83 0.25 -1.60 0.0105
H -6.03 1.31 -2.33 0.4865
H -4.43 1.39 -2.90 0.2051
O -2.70 1.89 0.94 -0.4387
S -2.23 1.78 2.30 1.0580
O -0.88 1.29 2.47 -0.5888
O -2.42 3.23 3.09 -0.2745
C -3.55 4.03 2.88 -0.1659
C -3.23 4.90 1.75 -1.0099
C -3.31 0.67 3.37 -1.0922
H -3.72 4.66 3.75 0.3523
H -4.40 3.37 2.72 0.2442
H -3.94 5.72 1.74 0.4017
H -3.38 4.39 0.80 0.2299
H -2.17 5.18 1.75 0.2429
H -3.03 -0.36 3.18 0.1951
H -4.31 0.79 2.96 0.3962
H -3.33 0.92 4.43 0.4142
O -2.74 -8.23 2.78 -0.6141
S -2.29 -8.23 1.41 1.0857
O -2.94 -9.03 0.40 -0.6595
O -2.33 -6.69 0.90 0.0855
C -1.94 -6.50 -0.46 -1.1275
C -1.00 -5.34 -0.66 0.0594
C -0.49 -8.56 1.31 -0.9534
H -2.86 -6.36 -1.02 0.1133
H -1.52 -7.39 -0.94 0.6252
H -1.33 -4.41 -0.19 -0.6184
H -0.80 -5.11 -1.70 0.6044
H -0.04 -5.53 -0.18 0.3971
H -0.06 -8.32 0.34 0.3302
H -0.23 -9.55 1.68 0.4487
H 0.04 -7.84 1.95 0.2612
O -5.82 -7.95 4.85 -0.5944
S -6.74 -7.57 3.75 1.1315
O -8.20 -7.67 3.97 -0.6044
O -6.37 -6.03 3.20 -0.4120
C -4.99 -5.68 2.81 0.0303
C -4.72 -4.21 3.05 -0.9306
C -6.26 -8.53 2.22 -0.5703
H -4.81 -5.92 1.76 0.2156
H -4.24 -6.21 3.40 0.3155
H -3.87 -3.86 2.47 0.0133
H -4.47 -4.12 4.10 0.2966
H -5.62 -3.64 2.81 0.4015
H -6.61 -9.55 2.41 0.3998
H -5.17 -8.51 2.21 0.0393
H -6.62 -8.05 1.32 0.3003
C 3.34 4.23 -3.02 -0.3232
O 2.73 5.49 -3.45 -0.4410
C 1.83 6.10 -2.52 0.0325
C 1.50 7.47 -3.22 -0.5594
O 0.68 8.32 -2.47 -0.4543
C 1.16 8.92 -1.23 -0.4520
C 2.08 10.16 -1.43 -0.5483
O 3.41 9.65 -1.79 -0.2800
C 4.26 10.50 -2.52 -0.7859
H 3.96 4.38 -2.13 0.2657
H 3.99 3.89 -3.82 0.3818
H 2.61 3.45 -2.80 -0.0846
H 2.37 6.26 -1.59 0.2384
H 0.92 5.52 -2.33 0.1720
H 1.00 7.15 -4.13 0.3265
H 2.33 8.08 -3.58 0.2628
H 1.58 8.22 -0.51 0.1858
H 0.27 9.22 -0.68 0.4107
H 2.15 10.94 -0.67 0.4649
H 1.72 10.71 -2.30 0.3239
H 5.16 9.94 -2.74 0.2348
H 4.56 11.39 -1.97 0.3156
H 3.81 10.88 -3.44 0.3330
C 5.08 1.73 0.95 -0.7137
O 4.26 2.48 1.85 -0.2287
C 4.51 3.93 1.91 -0.5311
C 3.47 4.71 2.79 -0.3301
O 3.19 4.05 4.02 -0.2385
C 4.17 4.16 5.03 -0.5827
C 4.11 5.58 5.70 -0.4978
O 2.78 5.99 6.02 -0.2622
C 2.55 6.29 7.39 -0.7442
H 4.92 0.65 1.06 0.2268
H 6.17 1.79 1.00 0.3869
H 4.81 2.11 -0.03 0.1970
H 4.47 4.30 0.88 0.2655
H 5.55 4.13 2.16 0.4772
H 2.55 4.81 2.22 0.1532
H 3.76 5.75 2.95 0.3015
H 5.15 3.84 4.70 0.3034
H 3.75 3.41 5.71 0.2472
H 4.54 6.43 5.16 0.3230
H 4.74 5.41 6.57 0.4448
H 3.36 6.97 7.64 0.3271
H 2.63 5.41 8.03 0.2874
H 1.61 6.84 7.52 0.2304
C 0.84 3.11 -0.05 -0.9012
O 0.91 1.82 -0.61 0.1489
C 1.46 0.80 0.25 -0.3835
C 2.15 -0.36 -0.51 -0.7333
O 1.21 -1.26 -0.98 -0.0618
C 0.30 -0.72 -1.95 0.3299
C -1.15 -0.56 -1.49 -0.1027
O -1.64 -1.72 -0.82 0.4005
C -2.33 -1.40 0.40 0.1631
H 0.49 3.04 0.98 0.2711
H 0.13 3.69 -0.64 0.1518
H 1.85 3.51 -0.01 0.2517
H 0.72 0.36 0.93 -0.1028
H 2.18 1.22 0.96 0.5225
H 2.82 -0.87 0.19 0.3350
H 2.75 -0.05 -1.36 0.2867
H 0.33 -1.34 -2.85 0.5734
H 0.66 0.23 -2.35 -0.4359
H -1.70 -0.21 -2.36 -0.0950
H -1.29 0.33 -0.88 -0.2970
H -1.58 -1.01 1.09 -0.4248
H -2.75 -2.33 0.79 -0.2035
H -3.09 -0.64 0.27 0.3213